Computed, not measured: a cluster of 11 separate species, CH19O13 in total in a non-equilibrium geometry, with ωB97M-V/def2-TZVPD.

Last column: natural (NBO) charge in e.
Geometry (Å):
O1 -0.05076 -0.58210 0.25059  -1.396
H1 -0.04662 -0.01777 -0.54694  0.427
C1 -2.47577 1.66552 -4.91325  0.905
O2 -2.98667 2.72042 -4.64022  -0.898
O3 -2.88662 0.97476 -5.89372  -0.966
O4 -1.64979 1.10327 -4.13156  -0.968
O5 -1.45344 2.28755 1.40863  -0.969
H2 -1.42236 2.24332 2.36430  0.446
H3 -1.05904 1.46544 1.11739  0.514
O6 -3.83753 -0.41687 0.01067  -0.962
H4 -3.03382 -0.22213 -0.47135  0.505
H5 -4.06968 0.40963 0.43405  0.456
O7 3.35423 -0.14254 0.13665  -1.012
H6 2.41025 -0.27084 0.22975  0.518
H7 3.69980 -1.01867 -0.03428  0.451
O8 0.31813 -4.30705 0.47209  -0.955
H8 1.22340 -4.57326 0.31132  0.445
H9 0.37337 -3.37026 0.66080  0.501
O9 -1.27505 -2.18288 -2.38689  -1.004
H10 -1.36350 -1.43752 -2.98089  0.505
H11 -0.93884 -1.80394 -1.57473  0.489
O10 2.30469 2.81149 2.21351  -0.971
H12 2.48670 2.17836 1.51907  0.486
H13 1.40178 3.08748 2.05604  0.481
O11 3.26614 -0.85182 4.18147  -0.961
H14 2.93807 -0.95352 3.28802  0.487
H15 4.06283 -0.32979 4.08662  0.455
O12 -1.42888 -1.27875 3.57251  -0.973
H16 -1.03556 -1.24910 2.70037  0.509
H17 -2.34677 -1.49945 3.41445  0.462
O13 1.85227 2.24214 -2.32347  -0.965
H18 2.43870 1.68639 -1.81017  0.456
H19 1.23044 1.63242 -2.72072  0.503

Properties
* charge: -3
* E_LUMO: 6.06 eV
* E_HOMO: 0.1691 Eh
* 2S+1: 1
* E_tot: -1027.4359 Ha